The following is a DFT calculation (ωB97M-V with the def2-TZVPD basis set) of a structure of composition C36H53HfN4OP2 at a distorted geometry.

HOMO level (alpha / beta) (eV): -14.48 / -14.48
DFT total energy (Ha): -2427.6521
Total charge: +3
E_LUMO (alpha / beta) (eV): -10.518 / -10.518

Each line ends with the Mulliken charge.
Atoms and positions in Å:
C1 -1.973 -1.550 -0.966  0.14
C2 0.227 -1.815 -1.819  0.94
C3 -2.431 -2.567 -1.788  -0.74
C4 -0.283 -2.693 -2.800  -1.16
C5 -1.595 -3.097 -2.767  -1.07
H1 -3.460 -2.903 -1.681  0.63
H2 0.443 -3.106 -3.506  0.56
H3 -1.967 -3.836 -3.471  0.50
N1 -0.679 -1.131 -0.989  1.36
P1 -2.530 0.741 0.639  0.51
P2 2.364 -0.989 -0.166  0.93
C6 -2.961 -0.948 0.018  -1.96
H4 -3.942 -0.907 -0.479  0.82
H5 -3.085 -1.624 0.885  0.88
C7 -0.158 2.054 1.921  -0.07
O1 -0.170 2.861 2.770  -0.25
C8 1.637 -1.720 -1.621  -1.80
H6 2.280 -2.073 -2.436  0.47
C9 3.740 0.417 -0.436  2.14
C10 3.165 -2.649 0.385  1.63
C11 -3.347 1.840 -0.687  1.98
C12 -3.526 0.798 2.249  1.82
C13 3.183 1.739 0.116  -1.54
H7 2.886 1.649 1.173  0.23
H8 3.969 2.509 0.075  0.68
H9 2.332 2.119 -0.463  0.07
C14 5.029 0.128 0.345  -1.89
H10 4.846 0.108 1.427  0.42
H11 5.526 -0.798 0.040  0.26
H12 5.742 0.948 0.155  0.55
C15 4.041 0.554 -1.934  -1.70
H13 4.823 1.323 -2.066  0.49
H14 4.415 -0.384 -2.374  0.33
H15 3.161 0.878 -2.509  0.26
C16 3.724 -2.539 1.803  -1.53
H16 2.930 -2.324 2.526  0.09
H17 4.181 -3.504 2.070  0.54
H18 4.504 -1.778 1.903  0.27
C17 2.099 -3.753 0.372  -1.56
H19 1.245 -3.510 1.013  0.12
H20 1.731 -3.945 -0.641  0.29
H21 2.547 -4.685 0.744  0.63
C18 4.265 -3.035 -0.626  -1.10
H22 3.937 -2.912 -1.663  0.22
H23 5.196 -2.476 -0.486  0.24
H24 4.505 -4.099 -0.485  0.49
C19 -3.572 2.250 2.751  -1.69
H25 -3.977 2.240 3.776  0.53
H26 -2.574 2.698 2.793  0.14
H27 -4.238 2.883 2.151  0.34
C20 -2.781 -0.053 3.288  -1.66
H28 -2.743 -1.114 3.010  0.29
H29 -1.759 0.304 3.459  0.21
H30 -3.327 0.018 4.243  0.71
C21 -4.963 0.255 2.128  -1.49
H31 -5.356 0.120 3.148  0.51
H32 -5.645 0.949 1.626  0.38
H33 -5.018 -0.720 1.628  0.27
C22 -2.869 1.422 -2.092  -1.66
H34 -3.032 2.262 -2.789  0.56
H35 -1.801 1.184 -2.144  0.17
H36 -3.423 0.554 -2.482  0.30
C23 -2.934 3.292 -0.388  -1.53
H37 -1.852 3.434 -0.413  0.11
H38 -3.367 3.939 -1.166  0.57
H39 -3.310 3.642 0.580  0.28
C24 -4.876 1.737 -0.654  -1.60
H40 -5.238 0.702 -0.679  0.29
H41 -5.317 2.258 0.203  0.34
H42 -5.265 2.230 -1.557  0.52
Hf1 0.029 0.551 0.361  0.08
N2 0.101 2.217 -0.930  -0.57
C25 0.111 3.040 -1.826  0.69
C26 0.467 3.158 -3.205  0.32
C27 0.478 4.382 -3.903  -0.58
C28 0.806 1.966 -3.884  0.09
C29 0.782 4.395 -5.269  -0.63
H43 0.245 5.294 -3.356  0.52
C30 1.095 1.993 -5.249  -0.89
H44 0.805 1.017 -3.337  0.40
C31 1.055 3.201 -5.957  -0.47
H45 0.796 5.342 -5.815  0.42
H46 1.329 1.057 -5.765  0.47
H47 1.226 3.204 -7.041  0.43
N3 0.724 -2.997 5.651  -0.42
C32 0.628 -2.274 4.505  0.49
C33 -0.089 -2.772 3.396  -0.65
C34 -0.184 -2.004 2.251  -0.99
N4 0.368 -0.750 2.179  2.11
C35 1.097 -0.282 3.240  -0.67
C36 1.230 -1.003 4.405  -1.24
H48 0.309 -3.913 5.726  0.23
H49 1.248 -2.651 6.440  0.22
H50 -0.588 -3.743 3.445  0.47
H51 -0.713 -2.361 1.362  0.44
H52 1.537 0.711 3.132  0.27
H53 1.779 -0.577 5.252  0.45

---

The following is a DFT calculation (ωB97M-V with the def2-TZVPD basis set) of a structure of composition C36H53N4OP2Ti at a distorted geometry.

Expectation value of S²: 2.012
Energy relative to the best compared isomer or geometry (same formula, charge and spin) (kcal per mole): 10.32
HOMO level (alpha / beta) (eV): -8.55 / -8.54
2S+1: 3
DFT total energy (Ha): -3229.8614
Total charge: +1
E_LUMO (alpha / beta) (eV): -2.924 / -3.273

Each line ends with the Mulliken charge.
Atoms and positions in Å:
C1 2.186 -1.195 -1.333  -0.03
C2 1.518 0.702 -2.581  0.34
C3 3.007 -1.626 -2.367  -0.73
C4 2.463 0.366 -3.582  -1.17
C5 3.183 -0.808 -3.487  -0.96
H1 3.546 -2.561 -2.238  0.50
H2 2.542 1.036 -4.441  0.52
H3 3.888 -1.097 -4.267  0.41
N1 1.454 -0.065 -1.425  1.64
P1 1.953 -0.770 1.357  2.12
P2 -0.844 1.816 -1.717  2.02
C6 2.131 -1.972 -0.034  -2.01
H4 1.294 -2.682 -0.026  0.61
H5 3.040 -2.568 0.096  0.73
C7 0.585 1.749 -2.744  -1.78
H6 0.744 2.429 -3.581  0.15
C8 -2.194 0.854 -2.694  2.20
C9 -1.287 3.653 -1.590  1.99
C10 1.386 -1.809 2.846  1.68
C11 3.774 -0.209 1.499  2.03
C12 -3.298 0.471 -1.696  -1.50
H7 -3.867 1.346 -1.358  0.27
H8 -3.996 -0.221 -2.188  0.50
H9 -2.902 -0.037 -0.811  0.03
C13 -2.776 1.687 -3.842  -2.05
H10 -3.345 2.558 -3.499  0.34
H11 -2.000 2.003 -4.550  0.38
H12 -3.479 1.050 -4.400  0.52
C14 -1.580 -0.410 -3.324  -1.10
H13 -2.393 -1.063 -3.682  0.65
H14 -0.941 -0.166 -4.185  0.31
H15 -0.990 -0.989 -2.613  -0.45
C15 -2.690 3.764 -0.973  -1.70
H16 -2.758 3.193 -0.036  0.14
H17 -2.881 4.819 -0.735  0.54
H18 -3.486 3.426 -1.646  0.25
C16 -0.294 4.361 -0.654  -1.73
H19 -0.403 4.052 0.394  0.22
H20 0.748 4.222 -0.964  0.25
H21 -0.511 5.440 -0.697  0.66
C17 -1.180 4.346 -2.955  -1.78
H22 -1.863 3.948 -3.709  0.28
H23 -1.430 5.408 -2.811  0.55
H24 -0.157 4.293 -3.345  0.35
C18 3.855 0.648 2.773  -1.85
H25 4.844 1.127 2.808  0.54
H26 3.105 1.450 2.774  0.19
H27 3.747 0.044 3.683  0.32
C19 4.223 0.619 0.278  -1.56
H28 4.303 -0.002 -0.623  0.35
H29 3.581 1.474 0.069  0.09
H30 5.229 1.010 0.502  0.63
C20 4.786 -1.366 1.553  -1.76
H31 5.785 -0.918 1.672  0.51
H32 4.634 -2.056 2.385  0.28
H33 4.804 -1.942 0.618  0.36
C21 0.144 -2.640 2.486  -1.42
H34 0.337 -3.365 1.685  0.28
H35 -0.154 -3.213 3.380  0.70
H36 -0.710 -2.016 2.200  -0.12
C22 1.001 -0.833 3.969  -1.60
H37 0.213 -0.142 3.641  0.28
H38 0.609 -1.413 4.818  0.48
H39 1.854 -0.244 4.325  0.25
C23 2.481 -2.778 3.310  -2.00
H40 2.827 -3.431 2.497  0.32
H41 3.334 -2.267 3.771  0.32
H42 2.055 -3.433 4.084  0.55
Ti1 0.184 0.604 0.211  -1.53
C24 1.377 2.001 0.677  0.82
O1 2.047 2.934 1.030  -0.55
N2 -0.864 -1.240 -0.175  0.17
C25 -1.327 -2.258 -0.558  1.58
C26 -2.004 -3.426 -0.910  -0.71
C27 -2.855 -4.067 0.025  -0.35
C28 -1.837 -3.965 -2.210  -0.26
C29 -3.512 -5.239 -0.342  -0.84
H43 -2.986 -3.623 1.017  0.44
C30 -2.514 -5.131 -2.558  -0.85
H44 -1.176 -3.455 -2.915  0.44
C31 -3.340 -5.768 -1.626  -0.38
H45 -4.163 -5.736 0.379  0.41
H46 -2.389 -5.537 -3.563  0.41
H47 -3.856 -6.686 -1.906  0.41
N3 -0.328 3.518 2.660  -0.24
C32 -1.124 2.406 2.873  0.08
C33 -2.034 2.473 3.958  -0.81
C34 -2.937 1.442 4.178  -0.78
C35 -2.919 0.376 3.275  -1.00
C36 -2.024 0.379 2.208  -0.38
N4 -1.079 1.351 2.012  0.87
H48 0.647 3.403 2.368  0.10
H49 -0.438 4.223 3.385  0.25
H50 -1.980 3.343 4.616  0.35
H51 -3.643 1.460 5.012  0.42
H52 -3.620 -0.453 3.374  0.50
H53 -2.088 -0.389 1.436  0.08

---

The following is a DFT calculation (ωB97M-V with the def2-TZVPD basis set) of a structure of composition C36H53N5O2Pd at a distorted geometry.

Expectation value of S²: 2.027
Energy relative to the best compared isomer or geometry (same formula, charge and spin) (kcal per mole): 0.00
HOMO level (alpha / beta) (eV): -12.14 / -12.91
2S+1: 3
DFT total energy (Ha): -1955.1881
Total charge: +2
E_LUMO (alpha / beta) (eV): -5.726 / -7.397

Each line ends with the Mulliken charge.
Atoms and positions in Å:
Pd1 -0.228 -1.825 -0.597  0.42
C1 4.584 3.988 0.176  -2.29
C2 3.075 3.751 0.066  2.11
C3 2.543 4.554 -1.135  -1.39
C4 2.409 4.250 1.359  -1.48
C5 2.723 2.286 -0.151  -1.33
C6 1.394 1.920 -0.258  0.27
C7 1.043 0.595 -0.500  0.25
N1 -0.208 0.078 -0.654  -0.17
C8 -1.470 0.627 -0.676  -0.65
C9 -1.803 1.954 -0.828  -0.09
C10 -3.142 2.360 -0.789  -1.32
C11 -4.146 1.386 -0.616  -0.07
C12 -3.895 0.037 -0.530  -0.67
C13 -2.520 -0.381 -0.583  1.82
O1 -2.172 -1.627 -0.559  -1.26
C14 -5.029 -0.974 -0.383  2.20
C15 -6.395 -0.286 -0.340  -2.29
C16 -4.851 -1.754 0.934  -1.45
C17 -5.035 -1.937 -1.587  -1.53
C18 -3.466 3.834 -0.928  2.05
C19 -4.969 4.120 -0.867  -2.28
C20 -2.776 4.602 0.215  -1.36
C21 -2.928 4.332 -2.283  -1.50
C22 2.079 -0.423 -0.579  1.58
O2 1.716 -1.665 -0.745  -1.28
C23 3.449 -0.050 -0.455  -0.52
C24 3.719 1.284 -0.254  -0.23
C25 4.569 -1.096 -0.477  2.39
C26 4.565 -1.876 -1.807  -1.57
C27 4.383 -2.052 0.716  -1.40
C28 5.948 -0.446 -0.348  -2.32
H1 4.771 5.053 0.307  0.45
H2 5.106 3.673 -0.730  0.43
H3 5.010 3.470 1.037  0.44
H4 2.826 5.603 -1.037  0.46
H5 1.456 4.504 -1.204  0.18
H6 2.965 4.174 -2.067  0.38
H7 2.653 5.301 1.514  0.47
H8 2.773 3.686 2.221  0.37
H9 1.323 4.158 1.323  0.18
H10 0.628 2.668 -0.133  0.39
H11 -1.030 2.682 -1.014  0.96
H12 -5.171 1.714 -0.570  0.72
H13 -6.487 0.386 0.515  0.43
H14 -7.169 -1.047 -0.244  0.45
H15 -6.591 0.272 -1.257  0.47
H16 -4.844 -1.069 1.785  0.35
H17 -3.921 -2.318 0.930  0.16
H18 -5.680 -2.450 1.066  0.49
H19 -5.142 -1.378 -2.518  0.38
H20 -5.881 -2.619 -1.502  0.47
H21 -4.120 -2.522 -1.636  0.19
H22 -5.396 3.827 0.094  0.42
H23 -5.508 3.615 -1.670  0.45
H24 -5.129 5.191 -0.985  0.45
H25 -3.131 4.251 1.185  0.38
H26 -3.010 5.663 0.129  0.47
H27 -1.691 4.492 0.184  0.16
H28 -3.381 3.773 -3.104  0.38
H29 -1.844 4.235 -2.354  0.24
H30 -3.179 5.385 -2.408  0.46
H31 4.750 1.580 -0.148  0.76
H32 3.615 -2.381 -1.972  0.11
H33 5.375 -2.609 -1.803  0.48
H34 4.735 -1.192 -2.640  0.36
H35 3.404 -2.532 0.692  0.01
H36 4.469 -1.506 1.657  0.33
H37 5.160 -2.820 0.708  0.48
H38 6.126 0.262 -1.159  0.47
H39 6.714 -1.219 -0.408  0.44
H40 6.072 0.067 0.607  0.42
N2 2.755 -6.260 -1.575  -0.24
C29 1.345 -5.958 -1.153  -0.80
C30 1.150 -4.439 -1.148  -0.20
N3 -0.187 -4.005 -0.735  -0.45
H41 2.944 -7.265 -1.581  0.39
H42 3.425 -5.817 -0.942  0.32
H43 2.940 -5.899 -2.514  0.37
H44 1.197 -6.377 -0.158  0.42
H45 0.669 -6.453 -1.848  0.40
H46 1.334 -4.037 -2.146  0.46
H47 1.875 -3.982 -0.471  -0.07
H48 -0.446 -4.408 0.161  0.29
H49 -0.891 -4.290 -1.409  0.34
N4 -0.343 -1.735 7.385  -0.38
C31 -0.316 -1.760 6.237  -0.20
C32 -0.274 -1.816 4.806  0.65
C33 -1.217 -2.561 4.102  -0.98
C34 -1.112 -2.612 2.724  -0.11
N5 -0.157 -1.988 2.033  0.33
C35 0.724 -1.257 2.716  -0.24
C36 0.713 -1.141 4.094  -0.83
H50 -2.011 -3.080 4.620  0.51
H51 -1.839 -3.169 2.141  0.32
H52 1.480 -0.742 2.130  0.48
H53 1.451 -0.540 4.607  0.54

---

The following is a DFT calculation (ωB97M-V with the def2-TZVPD basis set) of a cluster of 10 separate species, C36H53NO26S3 in total at a distorted geometry.

Energy relative to the best compared isomer or geometry (same formula, charge and spin) (kcal per mole): 85.06
HOMO level (eV): -10.28
SMILES: O=[N+]([O-])c1ccccc1.O=S1(=O)OCCO1.O=S1(=O)OCCO1.O=S1(=O)OCCO1.O=C1CCCO1.O=C1CCCO1.O=C1CCCO1.O=C1CCCO1.O=C1CCCO1.O=C1CCCO1
DFT total energy (Ha): -4608.8547
Total charge: 0
E_LUMO (eV): -1.643

Each line ends with the Mulliken charge.
Atoms and positions in Å:
O1 0.493 2.767 -1.051  -0.63
N1 0.831 1.724 -0.454  1.17
O2 2.020 1.391 -0.312  -0.50
C1 -0.180 0.927 0.206  -0.52
C2 0.247 0.105 1.271  0.95
C3 -0.650 -0.624 1.935  -0.69
C4 -2.012 -0.587 1.551  -0.69
C5 -2.443 0.347 0.575  -1.11
C6 -1.564 1.069 -0.121  -0.81
H1 1.273 0.109 1.608  0.05
H2 -0.331 -1.167 2.812  0.47
H3 -2.609 -1.341 2.043  0.75
H4 -3.471 0.410 0.249  0.88
H5 -1.922 1.799 -0.832  0.84
O3 2.908 2.195 6.295  -0.55
S1 2.262 1.946 5.049  1.01
O4 1.305 0.810 4.928  -0.48
O5 1.558 3.413 4.536  -0.41
C7 1.595 3.567 3.172  -0.06
C8 2.943 2.956 2.795  0.11
O6 3.318 1.943 3.773  -0.17
H6 0.800 3.010 2.677  0.07
H7 1.467 4.631 2.972  0.32
H8 3.727 3.709 2.710  0.33
H9 2.879 2.439 1.838  -0.19
O7 -3.619 -3.261 3.369  -0.40
S2 -3.433 -4.637 3.877  0.98
O8 -3.874 -4.954 5.241  -0.55
O9 -4.080 -5.698 2.796  -0.33
C9 -3.259 -6.840 2.485  -0.22
C10 -1.933 -6.665 3.202  -0.21
O10 -1.861 -5.289 3.581  -0.31
H10 -3.775 -7.753 2.782  0.31
H11 -3.170 -6.858 1.399  0.21
H12 -1.134 -6.787 2.470  0.21
H13 -1.776 -7.308 4.068  0.31
O11 4.317 -3.133 1.484  -0.60
S3 3.601 -2.130 2.263  1.03
O12 2.160 -2.294 2.300  -0.44
O13 4.304 -2.039 3.787  -0.41
C11 4.889 -0.757 3.934  -0.23
C12 5.198 -0.117 2.463  -0.32
O14 4.019 -0.517 1.891  -0.05
H14 4.185 -0.247 4.591  -0.04
H15 5.811 -0.850 4.509  0.39
H16 6.089 -0.545 2.004  0.29
H17 5.349 0.952 2.314  0.38
O15 -5.658 -4.219 -3.089  -0.56
C13 -5.400 -3.651 -2.071  0.44
C14 -5.433 -2.082 -1.861  -0.47
C15 -4.947 -1.919 -0.445  0.46
C16 -5.156 -3.330 0.206  0.05
O16 -5.280 -4.299 -0.848  -0.33
H18 -4.743 -1.529 -2.498  0.14
H19 -6.473 -1.767 -1.946  0.29
H20 -3.892 -1.643 -0.425  -0.67
H21 -5.484 -1.129 0.079  0.56
H22 -4.275 -3.583 0.796  -0.14
H23 -6.052 -3.359 0.826  0.17
O17 4.264 3.744 -7.203  -0.64
C17 3.555 3.916 -6.187  0.57
C18 2.813 3.007 -5.236  0.00
C19 2.267 3.899 -4.167  0.54
C20 3.096 5.105 -4.268  -0.62
O18 3.479 5.126 -5.638  -0.36
H24 2.005 2.550 -5.807  0.25
H25 3.470 2.211 -4.884  -0.24
H26 1.274 4.124 -4.558  -0.44
H27 2.222 3.633 -3.110  0.35
H28 2.584 6.051 -4.091  0.29
H29 4.032 5.134 -3.710  0.27
O19 -1.333 -4.811 0.329  -0.53
C21 -0.311 -4.359 -0.018  0.24
C22 -0.040 -2.948 -0.526  0.79
C23 1.245 -3.191 -1.263  -0.53
C24 1.816 -4.398 -0.649  -0.32
O20 0.747 -5.126 -0.070  -0.41
H30 -0.760 -2.564 -1.249  0.47
H31 0.163 -2.268 0.302  -0.72
H32 1.042 -3.344 -2.323  0.34
H33 2.031 -2.436 -1.250  0.09
H34 2.230 -4.961 -1.486  0.31
H35 2.477 -4.224 0.200  0.21
O21 7.393 -0.405 -0.196  -0.61
C25 6.835 -0.273 -1.292  0.47
C26 5.254 -0.187 -1.478  0.40
C27 5.155 -0.103 -2.951  -0.09
C28 6.565 0.268 -3.428  -0.41
O22 7.467 -0.002 -2.390  -0.35
H36 4.779 -1.069 -1.048  -0.11
H37 4.840 0.635 -0.893  -0.04
H38 4.752 -1.014 -3.394  0.33
H39 4.456 0.670 -3.271  -0.19
H40 7.010 -0.305 -4.242  0.34
H41 6.513 1.332 -3.660  0.25
O23 -4.400 3.228 -2.507  -0.65
C29 -3.427 3.065 -3.319  0.43
C30 -3.119 1.864 -4.063  -0.01
C31 -1.891 2.188 -4.933  -0.79
C32 -1.384 3.490 -4.329  0.25
O24 -2.417 3.937 -3.464  -0.40
H42 -3.119 0.940 -3.485  0.10
H43 -3.861 1.691 -4.843  0.27
H44 -1.159 1.386 -5.024  0.36
H45 -2.058 2.282 -6.006  0.37
H46 -0.525 3.335 -3.677  -0.28
H47 -0.967 4.201 -5.042  0.43
O25 -4.857 4.646 1.130  -0.60
C33 -4.894 3.936 2.132  0.43
C34 -3.836 3.143 2.796  0.35
C35 -4.299 2.822 4.212  -0.60
C36 -5.813 2.971 4.010  -0.41
O26 -6.031 3.761 2.880  -0.38
H48 -3.842 2.237 2.189  -0.40
H49 -2.844 3.571 2.654  0.41
H50 -4.027 1.798 4.467  0.30
H51 -3.754 3.479 4.889  0.27
H52 -6.168 1.965 3.786  0.25
H53 -6.353 3.332 4.885  0.34